Computed, not measured: 2 unconnected molecules or ions with the total composition C2H7NO3 in a non-equilibrium geometry, with ωB97M-V/def2-TZVPD.

Cartesian coordinates (Å):
O: -0.8732 0.5329 -1.4374
C: -0.7327 1.5808 -0.8691
N: -0.0769 1.7362 0.3190
C: 0.4145 0.5943 1.0685
O: 1.7408 0.7589 1.4648
H: -1.1747 2.5484 -1.1701
H: 0.2935 2.6396 0.5589
H: 0.2331 -0.2849 0.4451
H: -0.2154 0.4495 1.9455
H: 2.3230 0.2411 0.8947
O: -0.3861 -3.5091 -0.8182
H: -0.3790 -4.2941 -1.3687
H: -1.1668 -2.9935 -1.0331

For the max |F|, the calculation gives 1.3 eV/Å. As for the charge: 0. The spin multiplicity is 1. As for the structure (SMILES): O=CNCO.O. The energy above the lowest of the compared OMol25 structures with the same formula, charge and spin is 103.26 kJ/mol. The calculation puts the HOMO energy at -10.031 eV.

Okay, here come the natural (NBO) numbers, in e, for every atom: -0.61 0.53 -0.64 0.08 -0.71 0.11 0.40 0.20 0.16 0.48 -0.95 0.47 0.48